# 1
{
  "formula": "C13H13CdNO4",
  "method": "ωB97M-V with the def2-TZVPD basis set",
  "molar_mass_g_mol": 359.7,
  "total_energy_ha": -1025.8069,
  "lumo_energy_ev": -7.6,
  "fmax_ev_per_a": 9.4,
  "orbital_gap_ha": 0.2752,
  "total_charge": 2,
  "species": ["Cd", "O", "C", "C", "O", "C", "O", "C", "O", "C", "N", "C", "C", "C", "C", "C", "C", "C", "C", "H", "H", "H", "H", "H", "H", "H", "H", "H", "H", "H", "H", "H"],
  "positions_angstrom": [[-0.0063, -0.0039, 0.2221], [-0.5349, 3.0263, -0.0036], [-0.3329, 1.9114, 0.0087], [1.8283, -0.6565, -0.0145], [2.8917, -1.0521, -0.0075], [-1.4869, -1.2454, 0.0083], [-2.3542, -1.9733, 0.0003], [-0.0021, 0.0007, -1.9263], [-0.0008, 0.0009, -3.0789], [-3.0285, 0.0827, 4.9877], [-2.9309, 0.5259, 3.5510], [-4.0162, 1.5339, 3.2448], [-1.5546, 1.0969, 3.1183], [-0.4089, 0.1438, 3.3476], [-0.0291, -0.0655, 4.7141], [0.9895, -0.9436, 5.0363], [1.6494, -1.6221, 4.0297], [1.2616, -1.3455, 2.6779], [0.3121, -0.4699, 2.3846], [-2.7613, 0.9316, 5.6223], [-2.4051, -0.7709, 5.1493], [-4.0511, -0.2062, 5.1777], [-3.0907, -0.3123, 2.9529], [-3.8336, 2.4013, 3.8734], [-3.9675, 1.7909, 2.2029], [-4.9587, 1.0788, 3.4840], [-1.6600, 1.3235, 2.0661], [-1.4179, 2.0530, 3.6604], [-0.5268, 0.4522, 5.5468], [1.2761, -1.1117, 6.0759], [2.4440, -2.3295, 4.2603], [1.8818, -1.9560, 1.9656]],
  "forces_ev_per_a": [[0.169, 0.302, 4.954], [0.451, -2.277, 0.069], [-1.197, 7.121, -0.283], [7.492, -2.585, -0.796], [-2.305, 0.963, -0.013], [-5.696, -4.682, -0.696], [1.520, 1.200, 0.286], [0.012, 0.039, -9.392], [0.002, -0.020, 4.347], [-0.235, 0.596, -0.324], [0.162, -0.095, -0.673], [0.727, -0.409, 0.469], [0.021, -0.120, 0.779], [-0.606, 0.928, 3.793], [-0.472, 0.375, -0.499], [0.247, -0.202, 0.395], [-0.571, 0.345, -1.230], [3.881, -3.412, 2.190], [-1.761, 1.046, -2.714], [0.004, -0.231, -0.083], [0.464, -0.275, 0.101], [-0.328, 0.033, -0.018], [0.095, 0.623, 0.590], [-0.085, 0.054, -0.040], [-0.012, 0.168, -0.403], [-0.458, -0.068, 0.070], [-0.245, 0.077, -0.206], [-0.251, -0.523, -0.132], [0.270, -0.110, -0.558], [-0.147, 0.151, -0.275], [-0.196, 0.149, -0.147], [-0.952, 0.839, 0.438]]
}

---

# 2
{
  "formula": "C13H13IrN4O2",
  "method": "ωB97M-V with the def2-TZVPD basis set",
  "molar_mass_g_mol": 449.5,
  "total_energy_ha": -976.3555,
  "lumo_energy_ev": [-9.8, -9.8],
  "fmax_ev_per_a": 3.8,
  "orbital_gap_ha": [0.1551, 0.1550],
  "total_charge": 2,
  "species": ["Ir", "O", "C", "C", "C", "C", "C", "C", "C", "O", "N", "N", "C", "C", "C", "C", "C", "C", "N", "H", "H", "H", "H", "H", "H", "H", "H", "H", "H", "N", "H", "H", "H"],
  "positions_angstrom": [[-0.0477, 1.5305, 0.8185], [2.5538, 1.0572, -3.0483], [2.5092, -0.2762, -3.0125], [3.2786, -0.9597, -3.9493], [3.3029, -2.3341, -3.9601], [2.5267, -3.0829, -3.0588], [1.7339, -2.4404, -2.1592], [1.7200, -1.0233, -2.0925], [0.8931, -0.3737, -1.1300], [0.9723, 0.9120, -0.8953], [-0.0111, -1.0917, -0.4688], [-0.7070, -0.4004, 0.3845], [-1.8600, -0.7188, 0.8706], [-2.5101, 0.2341, 1.7395], [-3.6969, -0.0197, 2.3949], [-4.3010, 1.0014, 3.1231], [-3.6928, 2.2436, 3.1717], [-2.4853, 2.4213, 2.5138], [-1.9152, 1.4389, 1.8085], [2.0040, 1.4513, -2.3554], [3.8528, -0.3728, -4.6531], [3.9238, -2.8473, -4.6825], [2.5616, -4.1625, -3.0795], [1.1091, -3.0049, -1.4821], [-2.3355, -1.6487, 0.5827], [-4.1429, -1.0030, 2.3255], [-5.2385, 0.8274, 3.6339], [-4.1345, 3.0702, 3.7097], [-1.9789, 3.3765, 2.5396], [1.3388, 1.5534, 2.3983], [1.1338, 0.8267, 3.0831], [1.3684, 2.4440, 2.8964], [2.2745, 1.3717, 2.0334]],
  "forces_ev_per_a": [[-1.221, -3.132, -1.757], [0.038, 0.058, -0.056], [-0.134, -0.101, 0.304], [0.151, 0.054, -0.135], [-0.054, 0.093, 0.001], [0.084, -0.167, -0.044], [-0.114, 0.028, 0.021], [0.002, 0.454, -0.152], [-0.092, -0.745, -0.179], [0.376, 1.539, 0.809], [0.213, -0.699, 0.339], [0.689, 2.045, 0.267], [-0.104, -0.144, 0.178], [-0.120, -0.183, 0.023], [-0.112, -0.055, -0.026], [0.017, 0.009, -0.007], [-0.035, -0.036, -0.054], [-0.224, 0.004, -0.017], [1.253, 1.417, 1.093], [0.065, -0.131, -0.065], [0.033, -0.033, 0.007], [-0.001, 0.011, -0.007], [-0.021, 0.001, -0.037], [0.035, 0.031, 0.054], [0.131, -0.026, -0.121], [-0.046, 0.031, -0.027], [0.012, -0.021, 0.010], [0.017, -0.005, 0.021], [0.070, -0.027, -0.008], [-0.897, -0.319, -0.475], [0.033, 0.041, 0.083], [-0.040, 0.025, 0.019], [-0.003, -0.018, -0.060]]
}

---

# 3
{
  "formula": "C13H13NO",
  "method": "ωB97M-V with the def2-TZVPD basis set",
  "molar_mass_g_mol": 199.3,
  "total_energy_ha": -632.9052,
  "lumo_energy_ev": [0.5, 0.5],
  "e_above_lowest_kj_mol": 792.9,
  "fmax_ev_per_a": 4.2,
  "orbital_gap_ha": [0.3423, 0.3423],
  "smiles": "[O-][N+]#Cc1ccccc1.C1CC1=C1CC1",
  "total_charge": 0,
  "species": ["C", "C", "C", "C", "C", "C", "C", "C", "C", "C", "C", "C", "C", "N", "O", "H", "H", "H", "H", "H", "H", "H", "H", "H", "H", "H", "H", "H"],
  "positions_angstrom": [[-3.8989, -1.1830, 0.0487], [-2.5816, -1.6727, 0.2371], [-4.0782, 0.1723, -0.1351], [-1.5089, -0.7574, 0.3524], [-2.9873, 0.9737, -0.4035], [-1.6916, 0.5413, -0.0078], [-0.6586, 1.5729, -0.0021], [2.9730, -0.1224, -2.0128], [1.3538, -0.2449, -1.9032], [1.6894, -0.1587, 1.9502], [3.2409, -0.1131, 1.7775], [2.1941, -0.0498, -0.7021], [2.3206, -0.0217, 0.5960], [0.1418, 2.4193, 0.1845], [0.8974, 3.3360, 0.1819], [-4.6699, -1.8905, -0.0008], [-2.4912, -2.7349, 0.2978], [-5.1151, 0.4865, -0.1493], [-0.4387, -1.0104, 0.6150], [-3.1114, 2.0004, -0.6780], [3.5108, -0.9890, -2.3947], [3.3307, 0.6888, -2.5657], [0.8391, 0.6606, -2.0063], [0.8834, -1.2235, -2.0095], [1.2883, -1.1628, 2.1876], [1.1275, 0.6126, 2.3827], [3.5600, 0.9038, 2.1653], [3.8808, -1.0332, 1.9943]],
  "forces_ev_per_a": [[3.182, -0.158, 0.354], [-0.803, 1.414, 0.023], [-0.629, -0.303, -0.811], [1.568, -1.930, 0.107], [0.320, 0.177, 1.571], [-1.150, 2.010, -0.905], [1.547, 0.962, 0.792], [-2.713, -1.316, 0.843], [2.402, -0.590, 1.402], [0.966, -2.673, -1.451], [-0.451, 1.328, 0.435], [1.659, -0.901, -1.227], [0.332, -0.500, 1.386], [-3.076, -2.620, -1.201], [1.084, 0.846, 0.413], [-1.194, -0.633, 0.163], [0.546, -0.433, 0.308], [0.184, 0.580, -0.434], [-1.541, -0.258, -0.256], [-0.126, 0.411, -0.123], [-0.332, -0.373, 0.782], [0.228, 1.755, -0.149], [-1.111, 0.903, -1.229], [-0.027, 0.463, -0.218], [0.138, 0.617, -0.190], [-0.305, 1.240, 0.598], [0.337, -1.543, -0.597], [-1.035, 1.525, -0.386]]
}

---

# 4
{
  "formula": "C13H13NO",
  "method": "ωB97M-V with the def2-TZVPD basis set",
  "molar_mass_g_mol": 199.3,
  "total_energy_ha": -633.0189,
  "lumo_energy_ev": 0.6,
  "e_above_lowest_kj_mol": 494.5,
  "fmax_ev_per_a": 6.3,
  "orbital_gap_ha": 0.3264,
  "total_charge": 0,
  "species": ["C", "C", "C", "C", "C", "C", "C", "C", "C", "C", "C", "C", "C", "N", "O", "H", "H", "H", "H", "H", "H", "H", "H", "H", "H", "H", "H", "H"],
  "positions_angstrom": [[-2.9086, -0.2295, -0.9253], [2.8726, -1.8136, -0.5090], [3.6798, -0.6997, -0.8549], [1.4823, -1.7037, -0.2756], [3.1486, 0.5246, -0.8211], [1.0097, -0.3878, -0.2230], [1.7883, 0.7303, -0.5040], [-0.3366, 0.1001, -0.0340], [-0.3867, 1.4471, 0.1678], [1.0459, 1.9736, -0.0492], [-1.5489, 2.3441, 0.6033], [-2.4860, -1.7069, 1.5825], [-1.7706, -1.0808, -0.5615], [-3.7709, 0.5474, -0.9022], [-1.8198, -2.0668, 0.3441], [3.3225, -2.7203, -0.7504], [4.5860, -0.6940, -1.4134], [0.6714, -2.3937, -0.1763], [3.7676, 1.3208, -1.1726], [1.4593, 2.2232, 0.9327], [1.2236, 2.8016, -0.7150], [-1.4576, 3.4663, 0.3605], [-1.7264, 2.3285, 1.6949], [-2.5004, 1.9156, 0.2396], [-2.7071, -2.6223, 2.0986], [-3.3997, -1.2645, 1.1269], [-2.0628, -0.9562, 2.2313], [-1.1753, -1.3834, -1.4947]],
  "forces_ev_per_a": [[-0.934, 0.555, 1.345], [-0.929, 0.727, -1.041], [-1.299, -1.610, 0.030], [1.326, 1.965, -0.122], [-2.066, 2.474, 0.119], [0.006, 0.176, -1.112], [1.458, -0.255, 1.527], [-3.967, -0.183, -0.513], [0.146, 0.169, -0.288], [0.025, -1.222, 0.234], [-0.283, 0.449, -0.060], [-1.844, 0.331, -2.275], [5.456, 2.913, -1.064], [0.730, -1.092, -0.651], [-0.243, -0.923, 1.150], [0.440, -1.843, 0.163], [1.014, -1.118, 0.328], [0.494, -1.293, 0.178], [0.164, 0.774, 0.016], [0.121, 0.257, -0.016], [-0.538, 0.534, -0.206], [0.023, -1.885, -0.065], [0.615, -0.131, -0.225], [0.538, 0.669, -0.168], [0.006, -0.284, 0.179], [-0.139, -0.266, 1.387], [0.996, 0.168, -0.154], [-1.314, -0.057, 1.304]]
}

---

# 5
{
  "formula": "C13H13NOS",
  "method": "ωB97M-V with the def2-TZVPD basis set",
  "molar_mass_g_mol": 231.3,
  "total_energy_ha": -1030.9176,
  "lumo_energy_ev": -0.2,
  "e_above_lowest_kj_mol": 1224.6,
  "fmax_ev_per_a": 17.3,
  "orbital_gap_ha": 0.2968,
  "smiles": "Cc1ccc(SCC(=O)c2ccc[nH]2)cc1",
  "total_charge": 0,
  "species": ["C", "C", "C", "C", "C", "C", "C", "H", "H", "S", "C", "C", "O", "C", "C", "C", "C", "N", "H", "H", "H", "H", "H", "H", "H", "H", "H", "H", "H"],
  "positions_angstrom": [[2.2065, 2.2421, 4.4834], [1.7364, 1.6275, 3.0772], [1.1811, 2.3465, 2.0284], [0.7241, 1.8261, 0.9729], [0.8363, 0.6294, 0.7931], [1.5984, -0.2707, 1.9064], [1.9801, 0.2695, 3.1771], [2.5887, -0.1335, 3.6776], [1.8825, -1.2259, 1.6218], [0.4811, -0.3605, -0.6945], [-0.8952, 0.3485, -1.0615], [-1.9363, -0.6206, -1.3502], [-3.1722, -0.8502, -0.6001], [-1.7561, -1.5488, -2.5764], [-0.8650, -1.2714, -3.5920], [-1.1208, -2.4636, -4.3386], [-2.3978, -3.1003, -3.9678], [-2.6793, -2.5651, -2.7874], [-3.3816, -2.8220, -2.4602], [-2.6920, -4.0150, -4.4058], [-0.5460, -2.5032, -5.3719], [0.0825, -0.7873, -3.4430], [-0.8894, 0.9855, -1.9018], [-1.3566, 0.7951, -0.0339], [0.4607, 2.5772, 0.0595], [0.9694, 3.4383, 2.2656], [3.0613, 2.0579, 4.8281], [1.6733, 2.0234, 5.1706], [2.2262, 3.3710, 4.5234]],
  "forces_ev_per_a": [[-0.746, 6.897, -11.641], [1.390, 2.088, 4.612], [2.172, 5.501, 9.375], [-3.543, 8.908, -7.932], [4.035, -15.404, 0.731], [-1.856, 3.531, -0.387], [-9.222, 4.769, -13.579], [8.000, -5.753, 7.821], [0.099, -1.852, -0.635], [6.617, -2.269, 2.761], [-7.564, 3.227, 2.191], [-8.595, -5.245, 1.232], [7.865, 1.840, -4.191], [-2.202, 3.907, 4.930], [-1.175, -4.583, 1.275], [-0.502, 0.480, -4.859], [6.131, 1.495, -1.837], [14.424, 5.597, -7.633], [-14.083, -4.039, 8.344], [-0.995, -0.588, -0.022], [-1.481, -0.840, 2.164], [-0.084, 0.562, -0.429], [0.002, 1.528, -0.749], [0.975, -0.185, -2.758], [0.037, -1.906, 2.196], [0.688, -1.349, -0.441], [7.613, -2.327, 1.654], [-7.678, -3.156, 8.317], [-0.323, -0.831, -0.508]]
}

---

# 6
{
  "formula": "C13H13NaO2",
  "method": "ωB97M-V with the def2-TZVPD basis set",
  "molar_mass_g_mol": 224.2,
  "total_energy_ha": -815.9089,
  "lumo_energy_ev": -1.1,
  "e_above_lowest_kj_mol": 0.0,
  "fmax_ev_per_a": 1.5,
  "orbital_gap_ha": 0.1886,
  "total_charge": 0,
  "species": ["C", "O", "C", "C", "C", "O", "H", "H", "H", "H", "H", "H", "C", "Na", "C", "C", "C", "C", "C", "C", "C", "C", "H", "H", "H", "H", "H", "H", "H"],
  "positions_angstrom": [[-1.3081, 2.2515, -1.2449], [-0.2936, 1.9934, -0.2834], [-0.5648, 0.9580, 0.5538], [0.5266, 0.7576, 1.5369], [0.4158, -0.2227, 2.4377], [-1.5936, 0.2966, 0.4979], [-0.9083, 3.0606, -1.8565], [-1.5062, 1.3661, -1.8626], [-2.2368, 2.5646, -0.7529], [1.3411, 1.4781, 1.4534], [1.2215, -0.4136, 3.1428], [-0.4361, -0.8977, 2.4005], [1.9129, 1.0200, 6.7825], [-1.2004, 0.3929, 8.1874], [1.1613, 1.6665, 5.7821], [0.1334, 0.7971, 5.3566], [0.2097, -0.4065, 6.1239], [1.3038, -0.2475, 7.0581], [1.4480, -1.1660, 8.1062], [0.5175, -2.1932, 8.2360], [-0.5364, -2.3542, 7.3228], [-0.6800, -1.4881, 6.2437], [2.8056, 1.3815, 7.2882], [1.3497, 2.6602, 5.3843], [-0.5569, 0.9342, 4.5319], [2.2881, -1.0502, 8.7989], [0.6317, -2.9179, 9.0466], [-1.2218, -3.1977, 7.4415], [-1.4403, -1.6222, 5.4681]],
  "forces_ev_per_a": [[-0.213, 0.156, -0.335], [-0.104, -0.668, 0.504], [-0.998, -0.504, 0.005], [-0.351, -0.044, -0.014], [0.784, 0.204, -0.625], [1.170, 0.911, -0.147], [-0.159, -0.087, 0.008], [0.049, 0.219, 0.204], [0.195, -0.103, -0.127], [-0.054, -0.399, 0.282], [-0.332, 0.044, -0.012], [0.086, 0.197, 0.105], [-0.043, -0.195, 0.378], [0.665, -0.329, -0.534], [0.092, -0.819, 0.111], [-0.266, -0.209, 0.043], [-0.269, 1.126, -0.038], [0.078, 0.981, -0.248], [-0.012, -0.337, 0.130], [0.737, 0.038, 0.799], [-0.673, -0.196, -0.668], [-0.022, -0.317, 0.038], [-0.278, 0.101, -0.109], [0.028, -0.231, 0.038], [0.059, 0.220, 0.181], [-0.362, -0.175, -0.093], [-0.065, 0.241, -0.231], [0.235, 0.244, -0.067], [0.022, -0.071, 0.423]]
}

---

# 7
{
  "formula": "C13H14BO4P",
  "method": "ωB97M-V with the def2-TZVPD basis set",
  "molar_mass_g_mol": 276.0,
  "total_energy_ha": -1170.9995,
  "lumo_energy_ev": -0.9,
  "fmax_ev_per_a": 0.8,
  "orbital_gap_ha": 0.2737,
  "smiles": "COB(O)C1=CC(=O)c2cccc(P(C)C)c2C1=O",
  "total_charge": 0,
  "species": ["C", "O", "B", "O", "C", "C", "C", "O", "C", "C", "C", "C", "C", "P", "C", "C", "C", "C", "O", "H", "H", "H", "H", "H", "H", "H", "H", "H", "H", "H", "H", "H", "H"],
  "positions_angstrom": [[2.7037, -1.4748, 1.6814], [2.5557, -2.7134, 0.9864], [1.8559, -2.6784, -0.1987], [2.4163, -3.1117, -1.3661], [0.3516, -2.1871, -0.1448], [-0.5548, -2.7759, 0.6430], [-1.9562, -2.2767, 0.6335], [-2.9159, -3.0004, 0.7705], [-2.0853, -0.8061, 0.4143], [-3.1231, -0.1108, 1.0040], [-3.2126, 1.2551, 0.7873], [-2.2792, 1.9046, -0.0015], [-1.2104, 1.2262, -0.5992], [-0.0445, 2.1499, -1.6706], [-0.0254, 3.8156, -0.8610], [1.6237, 1.5412, -1.1771], [-1.1392, -0.1541, -0.3815], [-0.0949, -1.0313, -0.9847], [0.3530, -0.8385, -2.0941], [3.3788, -1.6445, 2.5144], [1.7468, -1.1111, 2.0621], [3.1425, -0.7116, 1.0359], [3.1716, -2.5944, -1.6582], [-0.3155, -3.6115, 1.2892], [-3.8503, -0.6142, 1.6238], [-4.0139, 1.8197, 1.2430], [-2.3819, 2.9648, -0.1736], [-0.3742, 4.5781, -1.5525], [0.9991, 4.0628, -0.5882], [-0.6124, 3.8683, 0.0519], [1.9790, 0.8576, -1.9429], [1.6048, 1.0182, -0.2189], [2.3073, 2.3845, -1.1269]],
  "forces_ev_per_a": [[-0.156, -0.188, 0.251], [0.396, 0.514, -0.469], [-0.084, -0.328, 0.143], [-0.433, 0.347, -0.110], [0.025, -0.146, 0.101], [0.112, 0.242, -0.024], [-0.079, -0.102, -0.120], [0.089, 0.042, 0.282], [-0.052, 0.006, 0.043], [-0.122, 0.175, -0.069], [0.003, 0.030, -0.012], [0.062, -0.094, -0.170], [0.041, -0.042, 0.190], [-0.025, 0.199, -0.494], [0.081, 0.010, 0.190], [-0.075, -0.258, -0.008], [0.045, -0.032, 0.117], [-0.119, -0.097, -0.224], [0.089, 0.111, 0.132], [-0.001, -0.020, 0.067], [-0.046, 0.005, 0.003], [0.024, 0.011, -0.023], [0.326, -0.365, 0.098], [-0.067, -0.150, -0.095], [0.010, -0.159, -0.028], [-0.034, 0.041, 0.001], [-0.098, 0.072, 0.062], [-0.108, 0.013, -0.021], [0.049, 0.034, -0.057], [-0.020, 0.023, 0.059], [0.062, -0.047, 0.046], [0.101, 0.081, 0.077], [0.004, 0.072, 0.059]]
}